[1]
{"formula": "C4H4IN3", "method": "ωB97M-V/def2-TZVPD", "elements": ["C", "C", "C", "C", "N", "N", "N", "I", "H", "H", "H", "H"], "coordinates": [[-1.2620, -1.4545, -0.5329], [0.3630, 0.4672, -0.6728], [1.3544, 0.3327, 0.5836], [-0.9708, -0.1669, -0.3073], [-1.6057, -2.5275, -0.6983], [0.5332, 0.0988, 1.6989], [-0.5898, -0.1745, 1.6020], [-2.7430, 0.9614, -0.3996], [0.1051, 1.5803, -0.9094], [0.7572, 0.0057, -1.5286], [2.1187, -0.4622, 0.5496], [1.9397, 1.3395, 0.6146]], "atomic_forces_ev_per_a": [[-0.30, -2.16, -0.69], [-1.73, 1.75, 0.93], [1.24, 2.15, -2.48], [1.90, 3.94, 2.71], [-0.32, -1.85, -0.24], [1.29, 0.51, 1.59], [-2.30, -0.56, -1.35], [0.02, 0.33, -0.11], [0.95, -1.95, 0.49], [0.75, -0.53, -1.17], [-0.47, 0.19, -0.25], [-1.03, -1.81, 0.56]], "nbo_charge": [0.16, -0.46, -0.29, -0.26, -0.27, -0.09, 0.04, 0.20, 0.24, 0.24, 0.24, 0.24], "e_lumo_ev": -0.042, "energy_ev": -16780.5643, "largest_force_ev_per_a": 5.144, "e_above_lowest_kj_mol": 102.6}

***

[2]
{"formula": "HN3", "method": "ωB97M-V/def2-TZVPD", "elements": ["H", "N", "N", "N"], "coordinates": [[1.1158, 0.6636, 0.0459], [0.8700, -0.2646, -0.0555], [-0.4375, -0.2882, 0.0612], [-1.5483, -0.1107, -0.0515]], "atomic_forces_ev_per_a": [[0.59, 2.65, 0.39], [-3.61, -3.63, 0.38], [1.43, 2.23, -1.56], [1.59, -1.25, 0.79]], "nbo_charge": [0.35, -0.59, 0.23, 0.00], "e_lumo_ev": 0.659, "energy_ev": -4484.1525, "largest_force_ev_per_a": 5.134, "e_above_lowest_kj_mol": 41.4}

***

[3]
{"formula": "C4H12NO3", "method": "ωB97M-V/def2-TZVPD", "elements": ["C", "O", "C", "C", "C", "O", "N", "H", "H", "H", "H", "H", "H", "H", "H", "H", "H", "H", "H", "O"], "coordinates": [[-0.3340, -1.7213, 0.6688], [-1.2343, -2.0502, -0.4000], [-0.3847, -0.1063, 0.6605], [1.1376, 0.3299, 0.7536], [1.1507, 0.8778, 2.2129], [0.2006, 0.9021, 2.9860], [-1.1053, 0.3849, -0.6371], [0.7009, -2.0619, 0.5994], [-0.7799, -2.1769, 1.5702], [-1.6960, -2.9019, -0.1913], [-0.9939, 0.4197, 1.5895], [1.4726, 1.1041, 0.0950], [1.7434, -0.5561, 0.7906], [2.0141, 1.3006, 2.6339], [-0.5237, 0.6110, -1.3802], [-1.7252, -0.4767, -1.0259], [-1.8687, 1.0313, -0.3122], [1.2788, 1.1617, -3.7055], [0.3424, 2.3234, -3.7040], [0.6046, 1.6048, -3.2040]], "atomic_forces_ev_per_a": [[-2.38, 1.30, 0.29], [0.00, -2.11, 0.24], [0.17, 0.08, 0.44], [-3.13, 0.50, 2.58], [-1.68, 0.20, 1.02], [0.85, -0.32, -1.37], [-3.92, -3.00, 2.75], [-0.33, -0.22, -0.69], [0.46, 0.68, 0.02], [0.66, 1.07, -0.42], [1.61, -1.77, -2.43], [0.29, 0.27, -0.55], [0.66, -0.04, -0.48], [2.00, 0.46, 0.04], [1.44, 1.55, -1.87], [1.89, 1.51, 1.24], [1.54, 0.01, -1.05], [0.46, -0.28, -0.37], [-0.85, 2.35, -1.62], [0.27, -2.20, 2.23]], "nbo_charge": [-0.07, -0.75, -0.10, -0.54, 0.43, -0.50, -0.73, 0.19, 0.21, 0.52, 0.29, 0.26, 0.25, 0.16, 0.45, 0.48, 0.45, 0.49, 0.48, -0.97], "e_lumo_ev": -3.133, "energy_ev": -11966.7790, "largest_force_ev_per_a": 5.651, "charge": 1, "e_above_lowest_kj_mol": 271.8}

***

[4]
{"formula": "C4H8O2", "method": "ωB97M-V/def2-TZVPD", "elements": ["O", "C", "C", "C", "C", "O", "H", "H", "H", "H", "H", "H", "H", "H"], "coordinates": [[1.1151, -1.8147, 1.4078], [1.2653, -0.5512, 1.8678], [0.3935, 0.4068, 1.0585], [-0.5825, -0.1227, 0.2830], [-1.2960, 0.5569, -0.7975], [-0.2591, 0.2035, -3.2883], [1.0601, -0.4930, 2.9646], [2.2796, -0.1268, 1.7855], [0.6997, 1.4431, 1.0983], [-0.7897, -1.1736, 0.4530], [-2.3400, 0.2493, -0.8739], [-1.1789, 1.6390, -0.7592], [-0.7864, 0.2397, -1.8428], [0.4194, -0.4562, -3.3567]], "atomic_forces_ev_per_a": [[0.55, 0.10, -0.28], [-0.62, 0.44, 1.35], [-0.22, -1.12, 0.03], [0.25, 0.94, 0.09], [0.14, -0.39, 0.26], [-0.61, 0.48, 0.14], [-0.19, 0.06, -0.27], [0.30, -0.38, -0.50], [-0.06, 0.13, -0.42], [0.05, -0.12, -0.16], [-0.07, 0.11, 0.03], [-0.08, 0.09, -0.03], [-0.02, 0.23, -0.18], [0.58, -0.56, -0.04]], "nbo_charge": [-0.39, -0.13, -0.27, -0.09, -0.75, -1.23, 0.12, 0.18, 0.19, 0.20, 0.19, 0.19, 0.39, 0.41], "e_lumo_ev": [3.881, 1.754], "energy_ev": -8369.1430, "largest_force_ev_per_a": 1.546, "charge": -1, "e_above_lowest_kj_mol": 190.3, "multiplicity": 2}

***

[5]
{"formula": "C6H14NS", "method": "ωB97M-V/def2-TZVPD", "elements": ["C", "C", "C", "C", "C", "C", "N", "S", "H", "H", "H", "H", "H", "H", "H", "H", "H", "H", "H", "H", "H", "H"], "coordinates": [[2.7792, -0.2878, -0.4616], [1.1706, 1.4076, 0.7622], [-1.1647, -1.1890, 0.4581], [0.2928, -1.2622, 0.7926], [-0.6270, 0.0114, -1.5571], [-1.6731, -0.0528, -0.5394], [-1.8107, 1.1440, 0.1939], [1.2426, 0.0124, -0.3202], [3.2952, -1.0332, -0.9442], [3.2475, 0.6350, -0.3415], [1.2488, 2.2891, 0.1460], [0.2752, 1.1934, 1.2344], [-1.4756, -2.1428, 0.0798], [-1.6561, -1.0845, 1.4104], [0.6983, -1.0941, 1.7691], [0.7021, -2.1939, 0.4051], [-0.6559, -0.8280, -2.1040], [-0.5984, 0.8131, -2.2794], [-2.5069, -0.4954, -1.0748], [-2.5350, 1.7662, -0.2610], [2.0063, 1.3392, 1.4578], [-2.2552, 1.0523, 1.1738]], "atomic_forces_ev_per_a": [[0.24, 0.68, 0.25], [1.70, 0.15, -0.88], [-0.69, 0.27, 0.61], [1.45, 0.23, -2.69], [1.58, 3.14, 1.21], [1.53, -1.89, 1.41], [-3.15, 2.54, 1.69], [-3.84, -2.04, 0.60], [0.55, -1.79, -1.12], [1.28, 1.24, 0.15], [-0.46, 0.46, 0.18], [-1.84, 0.75, 0.95], [-0.14, -0.45, -0.35], [-0.70, 0.23, 0.23], [-0.23, 0.28, 0.65], [0.24, -0.05, 0.19], [0.70, -3.52, -1.82], [0.23, 0.78, 0.37], [-0.82, 0.16, 0.23], [1.37, -0.63, 0.40], [0.02, -0.14, -0.17], [0.99, -0.39, -2.08]], "nbo_charge": [-0.88, -0.74, -0.44, -0.51, -0.37, -0.10, -0.87, 1.18, 0.27, 0.24, 0.27, 0.26, 0.24, 0.24, 0.25, 0.24, 0.21, 0.24, 0.23, 0.39, 0.27, 0.39], "e_lumo_ev": -3.930, "energy_ev": -18763.0650, "largest_force_ev_per_a": 4.392, "charge": 1, "e_above_lowest_kj_mol": 484.6}